An isolated molecule of C22H28F3N3O2, computed with ωB97M-V/def2-TZVPD.

Calculated values
SMILES = CCOC(=O)C1(Cc2ccccc2C(F)(F)F)CCN(CCCn2cccn2)CC1
LUMO energy = 0.591 eV
total charge = 0
orbital gap = 9.3 eV
relative energy (zero: lowest compared OMol25 entry of this formula, charge and spin) = 113.9 kJ/mol
highest occupied orbital energy = -8.7 eV

Each line ends with the Mulliken charge.
Geometry (Å):
C -4.41 -2.99 -3.07  -1.243
C -3.64 -1.70 -3.25  -0.206
O -2.96 -1.40 -2.04  -0.214
C -2.17 -0.32 -2.04  -0.536
O -2.04 0.39 -3.00  -0.612
C -1.54 -0.09 -0.67  3.086
C -2.72 0.39 0.21  -2.285
C -2.34 0.83 1.60  0.589
C -2.03 -0.14 2.55  -0.422
C -1.61 0.20 3.82  -0.829
C -1.50 1.54 4.18  -0.613
C -1.87 2.51 3.28  -0.805
C -2.29 2.17 2.00  0.212
C -2.79 3.28 1.11  0.768
F -2.75 4.48 1.71  -0.310
F -4.07 3.10 0.74  -0.268
F -2.10 3.43 -0.03  -0.227
C -0.43 0.96 -0.78  -1.353
C 0.76 0.44 -1.59  -1.171
N 1.27 -0.80 -1.04  0.721
C 2.51 -1.21 -1.67  -1.055
C 3.71 -0.49 -1.04  -0.460
C 3.78 -0.78 0.46  -0.716
N 4.82 -0.03 1.10  0.975
C 4.78 1.26 1.50  -0.077
C 6.02 1.57 2.00  -0.816
C 6.76 0.38 1.85  -0.225
N 6.02 -0.56 1.30  -1.126
C 0.24 -1.82 -1.08  -1.208
C -0.91 -1.40 -0.16  -1.075
H -3.72 -3.80 -2.84  0.300
H -5.12 -2.90 -2.26  0.311
H -4.94 -3.24 -3.99  0.418
H -4.32 -0.86 -3.49  0.288
H -2.91 -1.77 -4.07  0.288
H -3.43 -0.44 0.29  0.575
H -3.22 1.20 -0.32  0.752
H -2.14 -1.18 2.29  0.537
H -1.37 -0.57 4.54  0.428
H -1.17 1.81 5.17  0.404
H -1.84 3.55 3.57  0.517
H -0.09 1.21 0.23  0.510
H -0.81 1.85 -1.26  0.329
H 1.55 1.19 -1.57  0.471
H 0.44 0.31 -2.64  0.351
H 2.50 -1.04 -2.76  0.347
H 2.64 -2.29 -1.51  0.474
H 4.63 -0.83 -1.53  0.373
H 3.62 0.59 -1.20  0.262
H 2.81 -0.52 0.91  0.420
H 3.99 -1.83 0.63  0.177
H 3.89 1.85 1.41  0.415
H 6.35 2.50 2.41  0.369
H 7.78 0.19 2.11  0.438
H 0.66 -2.76 -0.71  0.627
H -0.14 -1.99 -2.10  0.321
H -1.66 -2.19 -0.12  0.330
H -0.49 -1.23 0.83  0.466



An isolated molecule of C22H28FN3O2, computed with ωB97M-V/def2-TZVPD.

Calculated values
SMILES = CCOC(=O)C1(CC2CC2)CCN(Cc2cn[nH]c2-c2cccc(F)c2)CC1
LUMO energy = 0.779 eV
total charge = 0
orbital gap = 9.2 eV
relative energy (zero: lowest compared OMol25 entry of this formula, charge and spin) = 11.5 kJ/mol
highest occupied orbital energy = -8.5 eV

Each line ends with the Mulliken charge.
Geometry (Å):
C -5.54 1.52 1.70  -1.250
C -4.54 0.67 0.95  -0.223
O -3.63 1.53 0.28  -0.170
C -2.77 0.95 -0.57  -0.372
O -2.76 -0.23 -0.78  -0.605
C -1.88 1.98 -1.26  2.191
C -2.77 2.77 -2.24  -1.857
C -3.39 1.90 -3.32  0.006
C -4.00 2.56 -4.53  -0.668
C -2.73 1.77 -4.66  -0.673
C -0.73 1.28 -1.98  -1.331
C 0.24 0.63 -0.99  -0.401
N 0.74 1.61 -0.05  0.055
C 1.84 1.12 0.77  -1.583
C 1.53 0.05 1.77  1.691
C 0.75 0.19 2.94  -0.684
N 0.71 -0.93 3.63  -1.098
N 1.45 -1.80 2.96  0.469
C 1.97 -1.27 1.82  -0.662
C 2.88 -2.06 0.99  0.130
C 2.81 -2.04 -0.40  -0.295
C 3.69 -2.80 -1.16  -0.637
C 4.65 -3.59 -0.55  -0.517
C 4.70 -3.60 0.84  0.213
F 5.63 -4.37 1.45  -0.330
C 3.84 -2.85 1.61  -0.724
C -0.35 2.19 0.71  -0.419
C -1.28 2.94 -0.22  -1.458
H -5.03 2.16 2.42  0.307
H -6.09 2.15 1.01  0.311
H -6.24 0.88 2.23  0.415
H -5.03 0.03 0.21  0.286
H -3.98 0.02 1.64  0.294
H -3.57 3.26 -1.67  0.349
H -2.17 3.55 -2.71  0.507
H -3.90 1.03 -2.94  0.439
H -4.91 2.15 -4.94  0.276
H -3.93 3.63 -4.60  0.249
H -2.77 0.82 -5.16  0.278
H -1.81 2.31 -4.83  0.234
H -1.12 0.51 -2.65  0.400
H -0.19 2.02 -2.57  0.454
H 1.09 0.24 -1.56  0.556
H -0.27 -0.21 -0.49  0.391
H 2.63 0.77 0.10  0.524
H 2.23 1.99 1.32  0.471
H 0.25 1.06 3.30  0.597
H 1.55 -2.74 3.29  0.257
H 2.05 -1.46 -0.88  0.522
H 3.62 -2.78 -2.23  0.416
H 5.34 -4.18 -1.12  0.444
H 3.94 -2.88 2.69  0.533
H 0.08 2.88 1.44  0.539
H -0.93 1.42 1.26  0.263
H -2.08 3.42 0.35  0.419
H -0.72 3.71 -0.75  0.473